Entry 1:
DFT (wB97M-V/def2-TZVPD) results for one molecule with the formula C6H13N.

- F_max (eV/A) = 1.06
- HOMO (eV) = -9.00
- lowest unoccupied orbital energy (eV) = 1.17
- energy above the lowest of the compared OMol25 structures with the same formula, charge and spin (kJ/mol) = 112.1
- gap between HOMO and LUMO (eV) = 10.2
- SMILES = C=CCCCNC
- total charge = 0

Cartesian coordinates (Å):
N 1.52 1.35 -0.03
C 1.76 1.44 -1.47
C -2.03 -0.96 -0.18
C -1.99 -2.20 0.25
C -0.08 -0.02 1.22
C 1.19 -0.06 0.38
C -1.32 0.25 0.38
H 0.81 1.12 -1.91
H 2.53 0.73 -1.82
H -2.63 -2.99 -0.10
H -2.63 -0.74 -1.06
H 2.38 1.55 0.46
H -1.36 -2.49 1.10
H 0.04 0.87 1.85
H -2.09 0.80 0.93
H -0.22 -0.89 1.87
H 2.02 -0.45 0.97
H 1.15 -0.63 -0.54
H -1.08 0.90 -0.46
H 2.01 2.43 -1.84

Entry 2:
DFT (wB97M-V/def2-TZVPD) results for one molecule with the formula C6H13N.

- F_max (eV/A) = 1.51
- HOMO (eV) = -8.23
- lowest unoccupied orbital energy (eV) = 1.06
- energy above the lowest of the compared OMol25 structures with the same formula, charge and spin (kJ/mol) = 67.5
- gap between HOMO and LUMO (eV) = 9.3
- SMILES = C=C(CCC)NC
- total charge = 0

Cartesian coordinates (Å):
N 0.33 0.27 1.72
C 0.59 0.93 0.50
C -0.95 0.58 2.36
C 0.48 2.25 0.38
C 0.05 -1.87 -2.21
C -0.19 -0.91 -1.04
C 0.94 0.05 -0.65
H 0.00 2.87 1.13
H -1.10 -0.38 -1.33
H -1.77 0.53 1.65
H 0.37 -0.73 1.62
H -0.76 -2.59 -2.34
H 0.20 -1.28 -3.11
H 1.15 0.68 -1.52
H 0.54 2.74 -0.58
H 0.93 -2.50 -2.03
H -0.52 -1.48 -0.16
H -0.93 1.57 2.80
H 1.79 -0.58 -0.34
H -1.15 -0.15 3.15

Entry 3:
DFT (wB97M-V/def2-TZVPD) results for an isolated ion of composition C6H13N2 and charge +1.

- F_max (eV/A) = 3.78
- HOMO (spin up / spin down) (eV) = -13.79 / -13.79
- lowest unoccupied orbital energy (spin up / spin down) (eV) = -4.92 / -4.92
- energy above the lowest of the compared OMol25 structures with the same formula, charge and spin (kJ/mol) = 476.4
- gap between HOMO and LUMO (spin up / spin down) (eV) = 8.9 / 8.9
- SMILES = C#[N+]N(C)[C@H](C)CC
- total charge = +1

Cartesian coordinates (Å):
N -2.03 0.12 -0.22
N -0.93 0.01 0.86
C -2.89 0.71 -0.66
C 2.23 -0.94 -1.01
C 0.44 1.89 -0.28
C 0.37 0.37 0.34
C -1.29 -0.93 1.91
C 0.73 -0.73 -0.76
H -0.68 -0.49 2.66
H 0.18 -0.65 -1.74
H -0.22 1.97 -1.18
H 0.44 -1.67 -0.44
H -2.35 -0.84 2.11
H -0.95 -1.98 1.83
H 1.48 2.11 -0.68
H 2.45 -1.75 -1.70
H -3.54 1.27 -1.31
H 2.69 -1.21 -0.03
H 0.17 2.63 0.50
H 1.06 0.08 1.16
H 2.64 0.03 -1.35

Entry 4:
DFT (wB97M-V/def2-TZVPD) results for C6H13N2 as an isolated structure.

- F_max (eV/A) = 4.21
- HOMO (eV) = -11.31
- lowest unoccupied orbital energy (eV) = -3.75
- energy above the lowest of the compared OMol25 structures with the same formula, charge and spin (kJ/mol) = 457.2
- gap between HOMO and LUMO (eV) = 7.6
- total charge = +1

Cartesian coordinates (Å):
N 0.86 0.13 -2.47
N -0.64 2.13 0.05
C -0.12 0.10 -1.43
C -0.78 -1.11 -0.89
C 2.29 -0.39 1.51
C -0.55 0.84 -0.38
C -2.23 -0.74 1.33
C -1.28 -0.55 0.20
H -2.26 0.30 1.81
H 1.23 -0.55 1.86
H 3.01 -1.17 1.83
H -1.93 -1.35 2.21
H -1.31 2.40 0.75
H -0.85 -2.15 -1.28
H 2.30 -0.52 0.46
H 1.87 -0.26 -2.12
H 0.99 1.06 -2.76
H 0.57 -0.54 -3.22
H -0.48 2.91 -0.52
H -3.23 -1.15 1.13
H 2.54 0.59 1.92

Entry 5:
DFT (wB97M-V/def2-TZVPD) results for an isolated ion of composition C6H13N2 and charge +1.

- F_max (eV/A) = 3.72
- HOMO (spin up / spin down) (eV) = -9.41 / -14.09
- lowest unoccupied orbital energy (spin up / spin down) (eV) = -3.25 / -6.41
- multiplicity = 3
- energy above the lowest of the compared OMol25 structures with the same formula, charge and spin (kJ/mol) = 322.2
- gap between HOMO and LUMO (spin up / spin down) (eV) = 6.2 / 7.7
- expectation value of S² = 2.007
- total charge = +1

Cartesian coordinates (Å):
N 0.38 -0.84 -1.57
N -0.26 -0.44 0.77
C -0.52 -1.07 -0.44
C -0.71 1.91 1.70
C -0.78 0.79 0.78
C 0.61 0.54 -1.98
C 0.87 -0.82 1.64
C -0.23 -0.28 -2.80
H -0.65 1.68 2.76
H -1.38 0.96 -0.09
H 0.19 2.59 1.62
H 0.59 -0.88 2.78
H 1.28 -1.76 1.28
H -0.07 -0.91 -3.66
H -0.73 -2.11 -0.18
H 1.67 0.74 -2.08
H -1.54 -0.69 -0.72
H 1.74 -0.15 1.58
H -1.35 -0.17 -2.95
H 1.07 -1.55 -1.65
H -1.51 2.65 1.43

Entry 6:
DFT (wB97M-V/def2-TZVPD) results for a 2-piece molecular cluster, C6H13N2O overall.

- F_max (eV/A) = 5.78
- HOMO (eV) = -11.37
- lowest unoccupied orbital energy (eV) = -4.37
- energy above the lowest of the compared OMol25 structures with the same formula, charge and spin (kJ/mol) = 517.4
- gap between HOMO and LUMO (eV) = 7.0
- total charge = +1

Cartesian coordinates (Å):
O -0.94 -1.84 -0.60
N -1.32 0.15 1.36
N -2.32 1.61 -0.21
C 2.34 0.57 0.13
C -1.68 -0.67 -0.81
C 1.62 -1.91 0.05
C -1.75 0.40 0.11
C 1.99 -0.66 0.22
C 1.38 1.63 -0.31
H -2.35 2.20 0.50
H -1.49 -2.63 -0.47
H 0.38 -1.87 -0.20
H 2.04 -2.36 -0.87
H 1.22 2.27 0.55
H 3.42 0.73 0.51
H -1.46 0.69 2.25
H -2.75 1.75 -1.07
H -1.46 -0.39 -1.85
H 0.53 1.26 -0.68
H 1.65 -2.52 0.87
H -0.99 -0.78 1.51
H 1.94 2.36 -1.00